No. 1
ORCA calculation (wB97M-V/def2-TZVPD) on a 8-piece molecular cluster, C33H74N2O10 overall.

Last column: Mulliken charge in e.
CARTESIAN COORDINATES (ANGSTROEM)
C  1.851  -2.076  4.074  -0.72
O  0.562  -1.925  3.493  -0.31
C  -0.295  -1.199  4.366  -1.65
C  -1.069  -0.097  3.600  1.04
C  -0.036  0.976  3.164  0.58
C  0.202  0.849  1.629  0.60
C  1.485  1.575  1.249  -0.22
C  2.707  0.925  1.524  -0.55
C  3.886  1.602  1.202  -0.61
C  3.874  2.875  0.625  -0.73
C  2.656  3.490  0.322  -0.60
C  1.458  2.827  0.640  -0.29
O  -2.063  0.338  4.506  -0.60
C  -3.284  0.721  3.905  0.10
C  -3.164  1.988  3.018  -1.03
C  -2.761  3.164  3.955  -0.60
C  -2.570  4.467  3.129  -0.97
C  -1.098  4.925  2.899  0.06
N  -0.178  4.728  4.012  -0.65
C  -4.028  -0.474  3.239  -1.09
C  -4.496  -0.256  1.785  -1.13
C  -3.367  -0.347  0.759  0.61
N  -3.275  0.775  -0.136  -0.42
O  -2.620  -1.280  0.672  -0.54
H  2.419  -2.745  3.426  0.22
H  2.351  -1.097  4.113  0.32
H  1.805  -2.481  5.090  0.31
H  0.342  -0.661  5.086  0.54
H  -0.962  -1.829  4.967  0.34
H  -1.449  -0.580  2.693  -0.15
H  0.944  0.811  3.623  1.08
H  -0.327  1.997  3.413  -1.58
H  -0.615  1.302  1.054  -0.31
H  0.237  -0.204  1.334  0.55
H  2.678  -0.061  1.968  0.50
H  4.826  1.113  1.437  0.40
H  4.813  3.372  0.413  0.41
H  2.660  4.479  -0.135  0.36
H  0.529  3.329  0.399  0.42
H  -3.928  1.052  4.728  0.67
H  -2.448  1.857  2.204  -0.06
H  -4.140  2.274  2.624  0.90
H  -3.608  3.336  4.633  0.13
H  -1.912  2.909  4.589  0.71
H  -3.143  5.295  3.554  0.34
H  -2.988  4.262  2.135  0.37
H  -0.710  4.501  1.971  -0.33
H  -1.145  6.010  2.719  0.40
H  0.504  4.009  3.842  0.32
H  -0.648  4.606  4.893  0.30
H  -4.900  -0.797  3.809  0.34
H  -3.347  -1.335  3.224  0.58
H  -5.159  -1.102  1.546  0.60
H  -5.098  0.638  1.634  0.43
H  -2.329  0.839  -0.496  0.20
H  -3.898  0.639  -0.923  0.31
C  0.253  5.768  -3.543  -1.11
C  0.853  6.274  -2.245  0.06
O  2.135  5.699  -2.020  -0.48
H  0.161  4.682  -3.521  0.33
H  -0.734  6.202  -3.715  0.34
H  0.898  6.022  -4.388  0.28
H  0.217  6.004  -1.402  0.30
H  0.953  7.364  -2.264  0.04
H  2.695  5.950  -2.763  0.27
C  -0.369  -2.673  -2.940  -0.93
C  -0.498  -1.262  -2.397  0.21
O  -0.549  -0.304  -3.460  -0.56
H  0.527  -2.769  -3.549  0.31
H  -0.320  -3.399  -2.131  0.07
H  -1.220  -2.920  -3.579  0.27
H  0.361  -1.010  -1.776  0.21
H  -1.402  -1.163  -1.787  0.05
H  -1.312  -0.516  -4.003  0.32
C  2.109  -6.489  -2.065  -0.72
C  0.667  -6.156  -2.406  -0.30
O  0.586  -5.354  -3.579  -0.42
H  2.683  -5.573  -1.916  0.28
H  2.168  -7.093  -1.157  0.35
H  2.581  -7.038  -2.881  0.04
H  0.204  -5.591  -1.596  0.31
H  0.087  -7.074  -2.558  0.26
H  0.983  -5.857  -4.299  0.23
C  2.632  -9.338  -5.665  -0.95
C  1.590  -8.243  -5.784  -0.13
O  2.187  -6.951  -5.637  -0.54
H  3.135  -9.280  -4.701  0.20
H  2.177  -10.325  -5.765  0.34
H  3.397  -9.227  -6.439  0.32
H  0.841  -8.344  -4.999  0.21
H  1.082  -8.291  -6.752  0.35
H  2.841  -6.849  -6.333  0.28
C  6.766  -8.860  -2.027  -1.02
C  5.859  -9.982  -2.499  -0.31
O  4.852  -9.493  -3.384  -0.47
H  6.184  -8.089  -1.521  0.24
H  7.527  -9.234  -1.340  0.35
H  7.266  -8.385  -2.875  0.34
H  5.347  -10.440  -1.654  0.29
H  6.440  -10.757  -3.011  0.27
H  5.298  -9.096  -4.138  0.26
C  2.472  10.594  -4.796  -1.18
C  1.938  9.244  -4.357  -0.14
O  2.991  8.395  -3.901  -0.48
H  3.206  10.470  -5.593  0.29
H  1.667  11.236  -5.157  0.35
H  2.974  11.098  -3.968  0.35
H  1.454  8.734  -5.189  0.28
H  1.202  9.364  -3.554  0.23
H  3.416  8.832  -3.157  0.30
C  -7.933  1.727  5.756  -1.18
C  -6.999  2.335  4.727  -0.06
O  -6.714  1.411  3.677  -0.35
H  -7.494  0.823  6.180  0.30
H  -8.139  2.430  6.564  0.35
H  -8.882  1.440  5.294  0.33
H  -6.047  2.601  5.186  0.17
H  -7.438  3.241  4.296  0.28
H  -7.547  1.179  3.257  0.24

Computed properties:
SMILES   COC[C@H](CCc1ccccc1)O[C@@H](CCCCN)CCC(N)=O.CCO.CCO.CCO.CCO.CCO.CCO.CCO
Charge   0
LUMO energy   0.0236 Eh
Frontier orbital gap   9.08 eV

***

No. 2
ORCA calculation (wB97M-V/def2-TZVPD) on C47H29AsBiF15GeN3OS4 as an isolated structure.

Last column: Mulliken charge in e.
CARTESIAN COORDINATES (ANGSTROEM)
Bi  -0.537  1.336  0.981  2.53
C  -4.071  -1.226  5.025  -0.17
S  -4.673  -0.462  3.544  -0.06
C  -3.195  0.478  3.059  0.30
S  -3.219  1.008  1.439  -0.52
N  -2.296  0.692  3.973  -0.99
N  -1.306  1.568  3.508  0.31
C  -0.639  2.218  4.370  -1.07
C  0.500  3.013  3.914  0.97
C  1.464  3.492  4.757  -0.86
C  2.446  4.328  4.308  -0.59
C  2.524  4.532  2.931  -1.17
C  1.515  3.973  2.099  -0.05
N  0.509  3.257  2.586  0.27
H  -4.625  -2.069  5.228  0.42
H  -3.982  -0.555  5.903  0.30
H  -3.030  -1.570  5.027  -0.29
H  -0.951  2.121  5.435  0.26
H  1.264  3.398  5.844  0.38
H  3.164  4.750  4.970  0.46
H  3.262  5.139  2.425  0.47
H  1.591  4.186  1.088  0.46
S  1.163  -0.341  2.766  -0.32
C  1.669  -1.339  1.430  -0.14
C  2.825  -1.007  0.685  -0.86
C  3.112  -1.691  -0.491  -0.79
C  2.335  -2.837  -0.795  -0.78
C  1.329  -3.255  -0.001  -0.25
C  0.950  -2.500  1.085  0.04
As  -0.680  -2.853  2.106  0.50
C  0.244  -3.607  3.678  0.46
C  1.466  -4.217  3.611  -0.21
C  1.933  -4.837  4.781  -0.68
C  1.229  -4.696  5.996  -0.60
C  0.057  -3.943  6.054  -0.18
C  -0.460  -3.435  4.921  -0.47
C  -1.314  -4.428  1.144  -0.23
C  -0.845  -5.699  1.241  0.22
C  -1.317  -6.785  0.473  -0.61
C  -2.294  -6.608  -0.510  -0.62
C  -2.834  -5.342  -0.572  -0.71
C  -2.390  -4.274  0.230  -0.39
H  3.350  -0.141  0.983  0.47
H  3.983  -1.445  -1.061  0.61
H  2.747  -3.416  -1.599  0.63
H  0.819  -4.171  -0.238  0.37
H  2.037  -4.162  2.709  0.51
H  2.811  -5.479  4.841  0.35
H  1.597  -5.282  6.829  0.35
H  -0.541  -3.735  6.976  0.30
H  -1.203  -2.677  5.002  -0.10
H  -0.010  -5.987  1.937  0.19
H  -0.918  -7.740  0.650  0.43
H  -2.641  -7.488  -0.988  0.42
H  -3.665  -5.283  -1.241  0.38
H  -2.920  -3.302  0.129  0.41
C  -2.726  4.109  -0.994  -1.64
C  -1.705  4.117  0.110  0.79
C  -0.874  5.457  0.121  -1.46
O  -0.849  3.096  -0.112  -0.06
H  -3.389  4.891  -0.692  0.60
H  -3.333  3.207  -0.939  0.22
H  -2.282  4.236  -1.968  0.22
H  -2.353  4.068  0.987  0.31
H  -0.342  5.372  -0.810  0.21
H  -0.263  5.681  0.955  0.23
H  -1.621  6.237  -0.065  0.47
F  3.216  1.444  -3.343  -0.31
C  2.882  0.135  -3.461  0.96
C  1.580  -0.280  -3.384  -0.24
C  1.379  -1.601  -3.763  0.56
F  0.145  -2.065  -3.646  -0.52
C  2.306  -2.545  -4.128  -0.25
F  2.056  -3.877  -4.186  -0.34
C  3.609  -2.024  -4.179  0.71
F  4.613  -2.904  -4.478  -0.37
C  3.896  -0.703  -3.895  -0.22
F  5.136  -0.277  -3.903  -0.35
Ge  -0.101  0.769  -2.968  1.58
S  -1.215  -0.023  -1.357  -0.64
C  0.674  2.584  -2.778  -0.62
C  1.463  2.900  -1.707  0.10
F  1.690  2.003  -0.771  -0.59
C  2.059  4.122  -1.497  0.38
F  2.906  4.267  -0.503  -0.51
C  1.928  5.146  -2.427  0.44
F  2.508  6.323  -2.216  -0.36
C  1.098  4.895  -3.495  0.14
F  0.978  5.890  -4.378  -0.37
C  0.543  3.636  -3.701  0.84
F  -0.114  3.475  -4.891  -0.31
C  -1.058  0.873  -4.739  -0.84
C  -0.748  0.227  -5.904  0.66
F  0.526  -0.259  -5.974  -0.33
C  -1.554  0.039  -7.009  -0.09
F  -1.188  -0.723  -8.033  -0.30
C  -2.759  0.695  -6.953  0.70
F  -3.600  0.706  -8.014  -0.31
C  -3.170  1.338  -5.815  -0.24
F  -4.337  2.012  -5.796  -0.32
C  -2.276  1.508  -4.767  0.42
F  -2.672  2.216  -3.712  -0.06

Computed properties:
Charge   -1
LUMO energy   0.0556 Eh
Frontier orbital gap   5.96 eV
Relative energy (zero: lowest compared OMol25 entry of this formula, charge and spin)   0.6139 eV

***

Electronic energy (computed, eV): -58873.748; -263023.174